Below is a cluster of 2 separate species, C6H9NO3 in total, with properties calculated with wB97M-V/def2-TZVPD.

## Properties
total charge: 0
Kohn-Sham gap: 11.113 eV

The geometry in XYZ format:
```
19
Properties=species:S:1:pos:R:3:forces:R:3
O -0.99030 -0.58122 3.09358 0.1 -0.1 0.4
O -2.92177 -0.80058 1.85563 -0.3 -0.1 0.1
O 1.60478 0.30187 -1.39599 -0.5 2.1 -1.3
N -0.23929 2.22350 -0.78350 -0.9 -2.0 1.8
C -1.39867 0.94606 1.15241 0.3 -0.7 -0.2
C -1.46152 1.76125 2.43108 0.0 0.3 0.0
C -0.66302 1.48179 0.02248 0.1 3.0 -1.3
C -1.80847 -1.46527 2.37150 0.1 -0.1 -0.1
C -2.57853 0.04511 0.78058 0.1 0.1 -0.2
C -0.59485 0.54876 2.38705 0.0 0.0 -0.2
H 1.29571 1.24993 -1.70567 1.0 -2.9 1.3
H -2.39269 1.67483 2.99250 0.3 0.0 -0.2
H -2.16186 -2.22125 3.08040 0.1 0.2 -0.2
H -0.98712 2.74132 2.43721 -0.1 -0.3 0.0
H 0.48820 0.67878 2.35321 -0.3 0.0 0.0
H -2.31133 -0.55908 -0.10176 0.0 0.1 0.2
H 1.86891 0.37904 -0.47360 0.0 0.3 -0.2
H -3.46536 0.64517 0.54427 0.2 -0.2 0.1
H -1.23086 -1.92752 1.55157 -0.1 0.0 0.1
```
Positions in Å, forces in eV/Å.

***

Below is a cluster of 2 separate species, C6H9NO3PS in total, with properties calculated with wB97M-V/def2-TZVPD.

## Properties
total charge: -1
Kohn-Sham gap: 8.264 eV

The geometry in XYZ format:
```
21
Properties=species:S:1:pos:R:3:forces:R:3
S -0.25505 1.76518 0.11823 -0.2 0.3 -0.4
P -0.83698 -0.60444 2.18609 -1.9 -2.9 2.7
O -0.59244 -1.94710 3.33982 -1.3 1.1 -1.0
O -2.29157 -0.52627 1.91818 -0.1 -0.6 -0.4
O -0.16768 0.53244 2.80049 1.8 1.5 0.1
N 1.51378 -0.98144 0.72695 -0.9 -0.8 -0.6
C 0.10206 -1.19096 0.76831 0.4 1.0 -4.8
C -0.92827 0.26629 -1.87840 -1.3 -2.0 0.4
C -0.54424 2.54952 -1.37362 -1.0 -2.2 -1.2
C 2.04117 -0.61867 -0.58080 -3.3 0.1 -0.8
C -0.63227 0.22955 -0.53651 1.3 -1.9 2.3
C -1.00821 1.59617 -2.28989 1.2 2.2 -0.9
H -0.40828 3.56896 -1.63114 0.0 0.8 0.3
H 3.05331 -0.59821 -0.67972 3.0 -0.3 0.3
H -0.07578 -2.04927 0.06918 -0.7 0.5 1.3
H 1.67050 0.35464 -0.91973 0.2 0.2 0.3
H 1.67469 -0.28532 1.39192 0.8 1.5 1.3
H -1.25378 -0.64566 -2.52911 0.8 1.8 1.4
H -1.46401 -2.05692 3.80555 1.2 0.3 -0.9
H 1.62341 -1.24531 -1.38803 0.2 -0.4 0.6
H -1.22036 1.88681 -3.31776 -0.1 0.0 0.1
```
Positions in Å, forces in eV/Å.

***

Below is the molecule C6H9NO3S, with properties calculated with wB97M-V/def2-TZVPD.

## Properties
total charge: 0
Kohn-Sham gap (alpha / beta): 7.084 / 7.204 eV

The geometry in XYZ format:
```
20
Properties=species:S:1:pos:R:3:forces:R:3
S -2.60144 -0.21522 0.42937 -0.5 0.1 -0.5
O -0.75723 -1.49935 -1.02267 2.4 -1.2 0.5
O 1.95752 -0.90449 1.13351 -0.1 0.7 -0.6
O 2.30025 0.99993 -0.80329 1.6 -2.6 0.8
N -0.92026 2.09263 0.29894 -0.4 -0.6 0.5
C 0.94807 0.59778 -0.65205 -0.2 0.1 0.0
C -1.97349 -1.05009 -0.89529 -2.2 0.3 0.4
C 0.11520 -1.64670 0.13429 -0.3 -3.3 -0.8
C 0.16377 1.83013 -0.34002 -0.3 1.0 -0.6
C 0.78595 -0.40115 0.50476 -1.3 0.4 1.4
C -1.96713 1.47490 0.73032 0.1 -0.9 0.9
H 0.58483 0.23465 -1.63323 0.1 -0.4 0.5
H 0.52486 2.71800 -0.79583 0.9 0.6 -0.5
H -2.39727 1.69449 1.72400 0.2 0.4 -0.6
H -0.35037 -2.12841 1.04735 -0.3 0.7 -1.2
H 2.82228 0.11747 -0.62743 -1.2 2.5 -0.7
H -2.67488 -1.44325 -1.65288 0.5 0.4 0.5
H 0.07890 0.08662 1.24637 1.3 -0.3 -0.4
H 2.46034 -0.12229 1.32143 0.8 0.6 0.7
H 0.90009 -2.43565 -0.14765 -1.1 1.3 -0.1
```
Positions in Å, forces in eV/Å.

***

Energy above the lowest of the compared OMol25 structures with the same formula, charge and spin in kJ/mol, matching the order above: 228.30, 215.44, 502.97
Largest force on an atom in eV Å⁻¹, matching the order above: 3.3, 4.9, 3.4